The following is a quantum chemistry calculation of a cluster of 2 separate species, C5H4F5O2 in total, from the Open Molecules 2025 dataset.

Last columns: bonded neighbours and bond lengths (Å).
Geometry (Å):
1 C -1.1117 1.8793 0.2371  C3 1.692, O6 1.216, O7 1.198
2 C -1.8674 -0.5041 -0.5547  C3 1.448, H13 1.219, H14 1.118, H15 1.048
3 C -1.0146 0.1967 0.3826  C1 1.692, C2 1.448, H16 1.144
4 C 0.9853 -0.7285 -0.1539  C5 1.541, F8 1.369, F9 1.391
5 C 2.3465 -0.2375 0.3769  C4 1.541, F10 1.384, F11 1.346, F12 1.357
6 O -0.3380 2.5722 -0.3949  C1 1.216
7 O -2.1738 2.0230 0.7720  C1 1.198
8 F 1.0019 -0.5402 -1.5103  C4 1.369
9 F 0.9184 -2.1112 -0.0162  C4 1.391
10 F 2.3001 0.4356 1.5854  C5 1.384
11 F 3.2041 -1.2512 0.5954  C5 1.346
12 F 2.9561 0.6406 -0.4582  C5 1.357
13 H -2.2732 -1.5151 -0.0071  C2 1.219
14 H -1.2759 -0.8023 -1.4559  C2 1.118
15 H -2.7287 -0.0147 -0.8960  C2 1.048
16 H -0.9291 -0.0425 1.4976  C3 1.144

- total charge = -1
- multiplicity = 1
- E (eV) = -22931.540
- energy relative to the best compared isomer or geometry (same formula, charge and spin) (eV) = 1.469